# 1
Formula: C8H8BNO2
Source: the OMol25 dataset
Level of theory: ωB97M-V/def2-TZVPD

As for the SMILES: CO/B=c1\cccc\c1=C\N=O. For the energy relative to the best compared isomer or geometry (same formula, charge and spin), the calculation gives 152.3 kcal/mol. The highest occupied orbital energy (spin up / spin down) is -7.443 / -7.445 eV. The calculation puts the largest force on an atom at 4.19 eV Å⁻¹. The value obtained for the gap between HOMO and LUMO (spin up / spin down) is 7.0 / 7.0 eV.

Each line ends with the Löwdin charge.
Atoms and positions in Å:
H (-1.41126, -0.13478, 3.36765)  0.09
H (0.15916, -0.04501, 4.47232)  0.13
H (-2.90821, -0.83389, -1.56736)  0.11
H (1.93333, 1.09718, -0.21603)  0.12
H (-0.26343, 1.37509, 3.49601)  0.11
C (1.45863, 0.75368, -2.27189)  -0.09
C (1.29491, 0.56327, -0.94518)  -0.12
H (-1.31410, -1.05436, -3.17110)  0.14
C (0.24885, -0.08624, -0.31467)  -0.09
B (0.34239, -0.23511, 1.23202)  0.05
H (0.52273, 0.25393, -4.22153)  0.13
C (-2.22491, -0.76941, -0.70013)  -0.16
O (0.51782, -0.22565, 2.51018)  0.08
C (-0.38225, 0.26379, 3.47138)  -0.05
N (-2.85159, -0.39407, 0.37841)  -0.12
O (-2.34416, -0.13408, 1.49723)  -0.15
C (-0.87560, -0.51485, -1.09165)  -0.15
C (-0.59793, -0.43498, -2.51838)  -0.06
C (0.50335, 0.09803, -3.10119)  -0.09
H (2.41298, 1.22247, -2.65550)  0.13

Atomic forces in eV per Å
0.9130 0.4422 -0.0955
-1.5797 0.3427 -1.7188
0.3510 -0.3861 0.6262
0.3232 -0.4791 -0.7712
-0.7499 -0.8553 -0.3438
1.1056 -0.3648 -1.1382
1.8742 1.7477 1.5304
0.8351 1.4701 0.9210
-1.5922 -1.1605 2.4185
-2.1071 0.7504 -1.2268
0.2048 -0.6890 1.4184
0.4009 0.3040 -1.2888
0.7734 -0.8809 -2.7191
1.0100 0.7687 3.9896
-1.9743 0.0085 0.3046
2.2266 -0.2106 -0.2675
1.2297 0.4056 -0.6372
-2.0226 -2.4542 -0.3485
0.3099 1.6062 -1.0114
-1.5314 -0.3658 0.3582

# 2
Formula: C29H36F5GeN2NiS
Source: the OMol25 dataset
Level of theory: ωB97M-V/def2-TZVPD

The charge is +1. The highest occupied orbital energy (spin up / spin down) is -10.762 / -10.773 eV. As for the spin multiplicity: 3. The calculation puts the largest force on an atom at 3.21 eV Å⁻¹. The value obtained for the gap between HOMO and LUMO (spin up / spin down) is 5.9 / 5.5 eV.

Each line ends with the Löwdin charge.
Atoms and positions in Å:
N (-1.10701, 2.03724, 1.40732)  -0.05
H (-3.90165, 0.24836, -5.60974)  0.08
C (-0.90124, 0.19542, -3.83589)  -0.28
H (2.30502, 2.95896, -1.44715)  0.08
C (1.61082, 0.39873, 5.78462)  -0.14
C (1.63093, -1.96199, 0.65189)  -0.19
F (0.36609, 0.43423, 3.77138)  0.02
C (-3.07725, 0.70681, -5.06468)  -0.10
N (-0.91787, -0.61980, 1.13125)  0.03
H (-2.05898, 0.85941, -2.10983)  0.05
H (1.27612, -4.59328, 0.51995)  0.12
C (1.53168, 0.71465, 4.44966)  -0.19
H (1.83474, 0.15440, -3.05973)  0.06
F (4.78250, 2.03106, 3.78097)  0.10
C (0.33730, -2.70770, 0.89742)  -0.17
H (-3.99429, 2.00647, -0.22203)  0.11
H (3.40666, 0.78612, -2.53527)  0.12
C (0.34584, -4.09437, 0.77053)  -0.03
H (-3.59857, -1.29529, 1.71198)  0.08
H (-2.53783, -2.77365, 4.16284)  0.08
H (-1.45733, 2.20147, -3.09548)  0.09
C (2.14894, 2.23664, -3.50413)  -0.28
H (-0.90226, 4.05821, 2.00325)  0.12
C (-1.96115, -4.18197, 1.36164)  -0.03
C (-0.80705, -4.83214, 0.96019)  -0.06
H (3.57534, -0.77044, -4.52907)  0.08
H (-2.66454, -0.61611, 0.01685)  0.15
C (-1.49508, 3.31400, 1.49000)  -0.13
C (1.54628, 2.76735, -2.20533)  -0.30
H (2.96726, 2.89809, -3.79803)  0.13
C (2.80089, 0.63273, 6.44524)  -0.13
H (-3.81565, -1.54796, 4.16999)  0.08
C (-1.22123, 1.20461, -2.71294)  -0.28
H (2.46163, -2.54423, 1.05028)  0.13
H (-3.50713, 1.35839, -4.30039)  0.07
C (-2.72663, 3.49795, 0.83840)  -0.07
C (-1.92900, -0.03815, 0.57370)  -0.12
H (1.40832, 2.26799, -4.30723)  0.11
C (2.55503, 1.28901, 3.73056)  -0.48
C (3.31238, 0.28291, -4.62677)  -0.08
H (1.62130, -1.01910, 1.18929)  0.04
H (-2.51920, 1.32708, -5.77180)  0.08
Ge (0.27483, 1.48042, -1.50570)  1.31
H (2.10672, -2.59274, -1.37593)  0.09
C (3.74025, 1.50277, 4.41778)  -0.24
H (-1.88859, -1.07551, -5.23619)  0.11
F (5.02125, 1.37558, 6.38192)  0.15
H (-0.79850, -5.90769, 0.84086)  0.11
H (0.74969, 1.11603, 0.25746)  -0.06
H (-4.04025, -2.93240, 2.13753)  0.11
H (4.22244, 0.83866, -4.85725)  0.09
H (0.93692, -1.27018, -1.28549)  0.04
C (-2.06757, 1.36775, 0.67891)  -0.37
Ni (0.41534, 0.79446, 1.73330)  0.32
C (-2.91694, -1.88694, 3.65259)  -0.07
C (-3.09150, 2.25831, 0.31731)  -0.04
C (1.85559, -1.67779, -0.83718)  -0.09
H (0.98584, 3.69577, -2.35753)  0.09
C (-0.86217, -2.05643, 1.17897)  -0.16
H (-2.16247, -1.09942, 3.72672)  0.06
H (-2.73299, -0.92844, -3.69771)  0.11
C (-3.23251, -2.20259, 2.18409)  -0.19
H (-0.31562, -0.64072, -3.44383)  0.09
H (2.62965, 0.38326, -5.47376)  0.08
H (-0.30177, 0.67529, -4.61341)  0.11
C (2.67738, 0.81390, -3.34995)  -0.30
F (0.56965, -0.12174, 6.42556)  0.14
F (2.91346, 0.33290, 7.73201)  0.15
H (-3.28478, 4.42012, 0.79258)  0.10
S (2.37312, 1.78449, 2.03408)  0.72
C (-2.00859, -2.80004, 1.50794)  -0.17
C (-2.17962, -0.36873, -4.45728)  -0.26
H (2.66763, -0.95976, -0.98040)  0.07
C (3.86998, 1.17143, 5.75522)  -0.13
H (-2.85002, -4.76211, 1.58305)  0.12

Atomic forces in eV per Å
0.1389 0.0828 0.0791
-0.0190 0.0463 0.0322
-0.0599 -0.0677 0.0249
0.0467 -0.0073 -0.0099
-0.2726 -0.1255 0.0618
-0.4592 -0.1508 -0.3573
-0.1742 -0.0964 0.4649
0.0676 -0.0622 0.0015
0.3216 -0.4640 0.3621
-0.0588 0.0227 -0.0694
-0.0271 0.0282 0.0197
-0.0835 0.0354 -0.2472
0.0709 -0.0254 0.0299
0.0121 0.0244 0.0622
0.4006 -0.0887 -0.2334
0.0478 0.0500 0.0341
-0.0867 -0.0579 0.0658
0.0304 0.0218 0.0727
-0.0976 -0.0401 -0.0481
-0.0006 0.0422 0.0024
0.0869 0.0393 0.0869
0.0822 -0.0310 -0.0175
0.0143 -0.0964 0.0057
-0.0732 -0.0085 0.0155
0.0656 -0.0037 0.0375
0.0344 0.0339 -0.0176
-0.0158 -0.0185 0.0522
-0.0404 0.0057 0.0371
0.1008 0.1163 0.3163
-0.0447 0.0114 -0.0706
-0.0178 -0.0573 0.2113
0.0552 0.0058 0.0100
-0.1362 -0.7181 0.2217
0.0357 0.0415 0.0013
0.0070 0.0011 -0.0475
-0.0183 -0.1070 -0.0334
-0.2261 0.0541 -0.1198
0.0210 0.0277 -0.0192
0.1286 0.2430 -0.4376
-0.0990 -0.1187 0.0133
0.2159 0.1118 0.1809
-0.0363 -0.0135 0.0358
0.5058 0.3694 1.6657
-0.0928 0.0540 -0.0530
0.0898 -0.0017 -0.0283
-0.0095 -0.0631 0.0513
-0.0207 0.0151 0.0116
0.0060 0.0225 0.0077
-0.0395 0.2793 -3.2004
-0.0183 0.0065 -0.0502
-0.0321 -0.0049 -0.0055
0.0008 -0.0527 -0.0155
-0.0611 0.0518 -0.2060
-0.6135 0.0388 0.8487
-0.0717 0.0060 -0.0768
-0.0466 0.0870 -0.0516
0.1155 0.1066 0.2003
-0.0192 -0.0026 0.0156
-0.1861 0.2669 -0.1538
-0.0113 -0.0456 0.0194
0.0366 -0.0429 -0.0276
0.2637 -0.0228 0.1564
0.0199 -0.0025 -0.0294
0.0329 -0.0130 0.0225
0.0445 -0.0039 0.0552
0.0306 0.2197 -0.1263
0.0127 -0.0431 -0.0110
0.0201 -0.0041 -0.0130
0.0302 -0.0489 -0.0437
0.2142 -0.1944 0.3116
-0.3128 0.0459 0.0561
-0.0678 0.2140 -0.1100
-0.0144 -0.0851 -0.0001
0.2311 0.1121 -0.0584
0.0258 0.0494 0.0279

# 3
Formula: C5H8KLiO4
Source: the OMol25 dataset
Level of theory: ωB97M-V/def2-TZVPD

For the energy relative to the best compared isomer or geometry (same formula, charge and spin), the calculation gives 15.6 kcal/mol. The highest occupied orbital energy is -7.419 eV. The calculation puts the largest force on an atom at 2.26 eV Å⁻¹. The value obtained for the gap between HOMO and LUMO is 7.2 eV.

Each line ends with the Löwdin charge.
Atoms and positions in Å:
O (-1.82906, -0.85747, -1.64039)  -0.27
H (1.87623, 1.95518, 2.71249)  0.09
H (0.62875, -0.12956, 0.11979)  0.12
C (0.12398, -1.46362, -0.37669)  -0.39
C (-0.45777, -1.17811, -1.75273)  -0.23
C (-2.14173, 0.47112, -1.23544)  -0.38
Li (-0.59954, 1.94276, -1.21888)  0.67
C (0.84557, 1.14399, 1.04098)  -0.41
K (-3.27249, -1.93621, 0.22144)  0.96
C (2.08933, 1.25967, 1.87932)  -0.07
H (-0.02260, 0.71284, 1.59597)  0.11
H (-0.41180, -2.09498, -2.36093)  0.13
H (2.33194, 0.29135, 2.34724)  0.08
H (1.09517, -1.99449, -0.45501)  0.11
O (-0.70476, -1.90855, 0.51685)  -0.27
O (-3.21580, 0.47660, -0.63658)  -0.19
O (0.58736, 2.06568, 0.17477)  -0.26
H (0.13530, -0.35549, -2.20063)  0.11
H (2.94194, 1.59927, 1.26845)  0.08

Atomic forces in eV per Å
0.1150 -0.1582 -0.4939
0.0719 -0.1007 -0.5355
0.3776 -1.0244 -0.0329
-0.4093 -0.3255 1.7848
0.0260 0.6687 0.0463
-0.2161 0.0319 0.5037
-0.0572 -0.0724 0.4638
-1.8826 0.7449 -1.0134
0.2048 -0.0860 0.1908
0.4711 -0.8259 -0.2109
0.3441 0.0195 -0.1973
0.2306 0.3590 0.0869
-0.0369 0.2856 -0.2081
0.0452 0.4128 0.0746
0.6796 0.3734 -0.6218
0.2920 0.4430 -0.5046
0.4204 -0.4107 0.5645
-0.3201 -0.3504 -0.2822
-0.3562 0.0154 0.3853